(1)
A structure of composition C26H24Cl2CrN8O2S2 at a distorted geometry, computed with the ωB97M-V functional and the def2-TZVPD basis.

Each line ends with the Löwdin spin population.
Cartesian coordinates (Å):
C1 0.615 -2.927 -2.919  0.000
H1 -3.830 -1.211 1.324  0.001
H2 1.684 2.066 -2.954  0.000
Cl1 1.524 2.988 2.630  0.011
C2 -2.169 0.880 -1.360  0.000
C3 -0.713 3.530 -0.386  0.003
H3 -3.386 3.848 2.536  0.000
H4 3.208 -2.109 1.346  -0.001
H5 3.981 -2.731 -5.656  0.000
N1 -0.209 -5.298 -0.127  0.010
C4 1.684 -5.099 -1.581  0.002
S1 -1.274 -0.481 -1.689  0.001
C5 2.156 -1.860 1.311  -0.002
C6 1.202 -2.832 1.102  0.019
C7 1.010 2.514 -2.239  0.001
H6 -4.206 3.263 4.598  0.000
Cl2 4.033 2.373 1.209  0.001
C8 -1.243 -3.381 0.809  0.016
N2 -2.774 1.847 -1.103  0.001
C9 -0.465 -1.125 1.257  0.005
C10 0.859 1.941 -0.981  0.011
N3 -2.531 3.352 2.741  -0.002
C11 1.762 -0.542 1.493  0.017
H7 4.471 -3.242 -4.026  0.000
H8 1.410 1.056 -0.700  0.001
H9 3.359 -4.932 -2.903  0.000
H10 0.358 4.093 -3.521  0.000
N4 -1.602 3.229 1.740  -0.016
O1 -1.955 0.666 1.504  0.031
H11 1.505 -3.865 1.014  0.001
H12 3.603 -4.375 -5.099  0.000
C12 -2.423 2.562 3.841  -0.001
N5 -1.103 -4.778 0.564  -0.001
S2 -1.103 1.536 4.122  -0.006
H13 -2.814 5.619 1.308  0.001
C13 -0.152 -2.480 1.024  -0.001
H14 2.500 0.233 1.644  0.001
C14 0.275 3.633 -2.546  0.007
Cr1 -0.393 1.651 1.746  2.868
C15 -2.515 -2.918 1.006  -0.010
H15 0.197 -2.092 -3.468  0.000
O2 2.460 -2.810 -4.343  0.001
C16 3.253 2.509 2.770  0.002
N6 -3.404 2.669 4.729  -0.002
N7 0.485 -0.176 1.506  -0.012
H16 -3.361 2.102 5.560  0.000
H17 -1.198 5.028 -1.821  0.000
C17 -1.696 3.922 0.664  0.027
C18 -0.599 4.159 -1.594  0.002
C19 2.398 -4.523 -2.627  0.000
H18 -3.704 4.437 0.294  0.002
H19 -2.551 5.543 -0.432  0.000
C20 -0.065 -3.483 -1.859  0.002
H20 3.293 1.561 3.292  0.000
N8 0.023 2.437 -0.078  -0.004
H21 -1.035 -3.089 -1.588  0.000
C21 -1.797 -0.652 1.308  -0.010
C22 3.700 -3.330 -4.796  0.000
H22 2.085 -5.956 -1.052  0.000
C23 -2.808 -1.557 1.235  0.020
H23 -3.321 -3.635 0.911  -0.001
H24 3.721 3.306 3.334  0.000
C24 1.860 -3.434 -3.300  0.002
C25 0.471 -4.575 -1.172  0.000
C26 -2.746 4.945 0.451  0.003

Highest occupied orbital energy (spin up / spin down) ... -9.14 / -9.16 eV
Multiplicity ... 4
DFT total energy ... -4354.72482 Eh
Frontier orbital gap (spin up / spin down) ... 5.2371 / 5.0694 eV
Charge ... +1
LUMO (spin up / spin down) ... -0.1433 / -0.1504 Eh
⟨S²⟩ ... 3.7891

***

(2)
A cluster of 2 separate species, C2H4N2O in total at a distorted geometry, computed with the ωB97M-V functional and the def2-TZVPD basis.

Each line ends with the Mulliken charge.
Cartesian coordinates (Å):
H1 0.965 1.431 -0.637  0.197
C1 0.011 -0.605 1.466  -0.232
H2 1.000 -0.660 1.981  0.147
N1 -3.130 -0.325 -0.130  -0.002
H3 1.027 -0.277 -1.550  0.203
N2 -2.744 0.362 -0.906  0.006
O1 -0.086 -0.070 0.284  -0.111
H4 1.884 -0.121 0.008  0.360
C2 1.073 0.264 -0.515  -0.569

Highest occupied orbital energy ... -8.24 eV
DFT total energy ... -263.24465 Eh
Frontier orbital gap ... 8.8871 eV
Charge ... 0
LUMO ... 0.0238 Eh